A molecular structure, C18H21IrN3S2. Source: OMol25; level of theory: ωB97M-V with the def2-TZVPD basis set.

Cartesian coordinates (Å):
Ir -1.06112 0.73041 -0.71276
C 0.96578 0.18581 -3.02756
N 1.17818 0.28131 -1.56976
C 1.63408 -1.00369 -0.99866
C 0.65168 -1.57659 0.03644
N -0.70732 -1.65799 -0.49796
C -0.85252 -2.69419 -1.52036
C -1.78622 -1.67779 0.43784
C -1.68432 -2.14479 1.73994
C -2.79262 -2.13149 2.57714
C -4.02972 -1.69189 2.11604
C -4.15542 -1.21639 0.82584
C -3.03462 -1.15379 -0.00416
S -3.13212 -0.30139 -1.52476
C 1.96278 1.45111 -1.26356
C 3.32978 1.42051 -1.01146
C 4.04668 2.59101 -0.79156
C 3.41458 3.82741 -0.82556
C 2.06658 3.88871 -1.11266
C 1.32658 2.71811 -1.31256
S -0.38112 2.89591 -1.59046
H 1.91258 -0.01729 -3.53476
H 0.25088 -0.59989 -3.26596
H 0.57578 1.12641 -3.41036
H 1.78078 -1.72589 -1.80386
H 2.58358 -0.89329 -0.47576
H 1.02318 -2.55899 0.35294
H 0.63638 -0.91839 0.90754
H -0.60882 -3.67479 -1.09756
H -1.87262 -2.72649 -1.89466
H -0.18932 -2.51139 -2.36006
H -0.75262 -2.54799 2.10114
H -2.69432 -2.47879 3.59374
H -4.88922 -1.71709 2.76644
H -5.10332 -0.84899 0.46424
H 3.88148 0.49231 -1.02756
H 5.11208 2.53751 -0.62296
H 3.96978 4.73441 -0.64556
H 1.56048 4.83921 -1.17556
C -0.63062 1.12611 3.99734
C -0.81632 1.13541 2.59804
N -0.94542 1.11691 1.45584
H -0.11092 0.21421 4.29854
H -1.59562 1.16651 4.50494
H -0.03742 1.98981 4.30424

Computed properties:
Total charge   +2
Lowest unoccupied orbital energy (spin up / spin down)   -0.199 / -0.343 Eh
HOMO-LUMO gap (spin up / spin down)   8.7929 / 5.4959 eV
Spin multiplicity   6